Entry 1:
Here is a structure of composition C24H26FeNO at a distorted geometry from OMol25. Energies are from the ωB97M-V functional and the def2-TZVPD basis.

The geometry in ORCA input format:
```
! RIJCOSX wB97M-V def2-TZVPD def2/J DEFGRID3
* xyz -1 5
C -2.52263 0.83447 -2.43946
C -2.72502 -0.09179 -1.32422
C -1.87350 -1.02711 -0.73729
C -2.61418 -1.70741 0.27849
C -3.90491 -1.15782 0.28458
C -5.11931 -1.46846 1.04658
N -3.92249 -0.18020 -0.67185
H -1.51833 0.69816 -2.86193
H -3.26675 0.65435 -3.23133
H -2.63587 1.87652 -2.10309
H -0.87245 -1.23283 -1.08965
H -2.27010 -2.50894 0.92443
H -4.95842 -2.35731 1.66586
H -5.38699 -0.62250 1.69391
H -5.97707 -1.65391 0.38204
H -4.74060 0.38008 -0.90734
C 1.81426 2.01686 -5.72024
O 1.60386 2.87167 -4.57749
C 1.68216 2.32489 -3.33604
C 1.68836 3.23076 -2.23460
C 1.80163 2.74965 -0.95666
C 1.87439 1.34960 -0.68908
C 2.11034 0.92855 0.63110
C 2.20189 -0.43890 1.06235
C 3.10129 -1.00093 2.07837
C 2.69663 -2.34820 2.36099
C 1.50147 -2.64262 1.57718
C 1.19743 -1.47548 0.79488
Fe 1.25003 -1.03569 2.70483
C -0.18112 0.31664 2.92770
C 0.96191 0.59422 3.78337
C 1.19659 -0.57590 4.61534
C 0.19926 -1.57682 4.27466
C -0.65552 -1.02466 3.23404
C 1.79023 0.44780 -1.79768
C 1.70319 0.92708 -3.09186
H 1.80160 2.70380 -6.56735
H 2.78318 1.49957 -5.66299
H 1.00966 1.27418 -5.81977
H 1.61738 4.29731 -2.42364
H 1.86861 3.42365 -0.09735
H 2.34554 1.69481 1.38461
H 3.97182 -0.45816 2.44367
H 3.23012 -3.03412 3.01429
H 0.94486 -3.58177 1.54819
H 0.38602 -1.33373 0.08910
H -0.65029 1.00973 2.22768
H 1.48779 1.53881 3.86453
H 1.92637 -0.65867 5.41360
H 0.06456 -2.54026 4.76090
H -1.54158 -1.50161 2.81621
H 1.86891 -0.62530 -1.61896
H 1.65579 0.21794 -3.92358
*
```

Output
Relative energy (zero: lowest compared OMol25 entry of this formula, charge and spin) in kJ/mol: 0.00
HOMO level (spin up / spin down) in eV: -0.4 / -2.0
Maximum force in eV Å⁻¹: 3.2
HOMO-LUMO gap (spin up / spin down) in eV: 3.2 / 2.7

Entry 2:
Here is a cluster of 2 separate species, C19H34BrN2O7 in total at a distorted geometry from OMol25. Energies are from the ωB97M-V functional and the def2-TZVPD basis.

The geometry in ORCA input format:
```
! RIJCOSX wB97M-V def2-TZVPD def2/J DEFGRID3
* xyz 0 2
C 5.10100 -1.79100 3.29724
C 5.54977 -1.24581 1.94984
O 6.97031 -1.45701 1.92255
C 5.29315 0.28182 1.76379
N 4.75254 0.92245 2.98195
C 4.06472 2.20685 2.69880
C 2.74313 2.28837 3.48501
O 1.62502 1.77459 2.77038
C 1.69852 0.41768 2.53991
O 2.10893 0.29258 1.16394
C 1.01163 0.87716 0.52579
O 1.05995 1.62752 -0.31224
O -0.09100 0.39421 1.14870
C 0.31122 -0.27632 2.34130
C 0.59911 -1.75393 2.14926
C -0.67866 -2.57920 2.12113
O -1.22809 -2.96402 3.03317
Br -1.34105 -2.96202 0.31560
H 4.10170 -1.47277 3.57831
H 5.79393 -1.48678 4.07765
H 5.09265 -2.87743 3.21128
H 5.07108 -1.82586 1.15833
H 7.23945 -1.49033 0.99648
H 6.26501 0.73349 1.53319
H 4.66534 0.48886 0.90264
H 5.56328 1.13690 3.54833
H 4.72315 3.02466 2.99356
H 3.79320 2.28176 1.65005
H 2.85118 1.84034 4.47485
H 2.55189 3.35032 3.64217
H 2.24084 -0.18673 3.25940
H -0.33857 -0.01684 3.17092
H 1.20885 -2.10979 2.97944
H 1.11888 -1.95010 1.21945
C -2.55389 1.52050 -1.36930
C -2.24584 0.41769 -2.41058
C -2.36540 0.99730 -3.82247
C -3.81040 1.24392 -4.25383
C -4.65691 -0.01520 -4.07253
C -4.56215 -0.61225 -2.66545
N -3.14927 -0.75499 -2.21127
O -2.63158 -1.78234 -2.79584
C -5.35479 0.26118 -1.67246
C -5.28663 -1.95909 -2.64684
C -0.79084 0.03981 -2.14643
H -1.65912 2.09949 -1.14038
H -3.29443 2.24233 -1.71322
H -2.89943 1.09109 -0.42792
H -1.90034 0.31386 -4.54080
H -1.80244 1.93181 -3.88150
H -4.24328 2.07778 -3.69414
H -3.82867 1.54513 -5.30377
H -5.70044 0.21168 -4.30405
H -4.33456 -0.75894 -4.80847
H -5.20295 -0.07864 -0.64670
H -6.42332 0.19949 -1.88348
H -5.10500 1.31843 -1.72242
H -4.89823 -2.65040 -3.39362
H -6.34492 -1.81542 -2.86670
H -5.20883 -2.43367 -1.66675
H -0.67576 -0.37558 -1.14490
H -0.15440 0.91688 -2.22119
H -0.40820 -0.68550 -2.86518
*
```

Output
HOMO level (spin up / spin down) in eV: -8.3 / -9.1
Maximum force in eV Å⁻¹: 6.3
HOMO-LUMO gap (spin up / spin down) in eV: 8.9 / 9.6

Entry 3:
Here is an isolated molecule of C17H22N6O5S at a distorted geometry from OMol25. Energies are from the ωB97M-V functional and the def2-TZVPD basis.

The geometry in ORCA input format:
```
! RIJCOSX wB97M-V def2-TZVPD def2/J DEFGRID3
* xyz 0 1
C -0.72707 -5.02189 -0.20240
C -0.82350 -4.27909 1.12191
H -0.90285 -4.97426 1.95972
H 0.04656 -3.62864 1.25868
O -2.01167 -3.48378 1.19229
C -1.98899 -2.29806 0.59234
O -1.03227 -1.83976 0.02022
C -3.32325 -1.58834 0.73571
N -3.19822 -0.19976 0.38400
C -3.76418 0.28082 -0.74079
O -4.54900 -0.36718 -1.40802
C -3.35491 1.69028 -1.17241
C -2.09253 1.55568 -2.04386
C -0.83140 1.37799 -1.20469
N -0.69170 2.42818 -0.20100
S -0.16509 1.88073 1.28714
O -0.06024 3.01980 2.14925
O -0.96237 0.77304 1.76592
C 1.46816 1.28792 0.87268
C 1.68289 -0.05112 0.60209
C 2.95650 -0.47450 0.26825
C 4.00087 0.44759 0.21067
C 3.76836 1.79543 0.48617
C 2.49414 2.21389 0.81779
H 2.27472 3.24369 1.04935
H 4.59064 2.49207 0.43827
C 5.33337 -0.00418 -0.13274
N 6.40977 0.77215 -0.22757
N 7.34976 -0.08811 -0.55328
N 6.90665 -1.32110 -0.65848
N 5.65663 -1.29322 -0.40181
H 8.31116 0.18143 -0.70418
H 3.16108 -1.51081 0.04958
H 0.85704 -0.74265 0.65136
C -1.77589 3.38764 -0.13964
C -3.14310 2.70756 -0.03436
H -3.91908 3.47350 -0.06987
H -3.21176 2.22035 0.93886
H -1.72236 4.02551 -1.02629
H -1.58567 4.00245 0.74083
H 0.05211 1.41071 -1.85475
H -0.84926 0.40216 -0.71279
H -2.20119 0.69389 -2.70416
H -1.99082 2.44342 -2.67051
H -4.16381 2.02951 -1.82738
H -2.44506 0.28867 0.86231
H -3.68184 -1.70889 1.76202
H -4.04716 -2.04272 0.04852
H -0.64547 -4.31277 -1.02241
H 0.15251 -5.65914 -0.19895
H -1.61126 -5.63613 -0.35359
*
```

Output
Relative energy (zero: lowest compared OMol25 entry of this formula, charge and spin) in kJ/mol: 75.48
HOMO level in eV: -9.2
Maximum force in eV Å⁻¹: 1.4
HOMO-LUMO gap in eV: 9.2
SMILES string: CCOC(=O)CNC(=O)C1CCN(S(=O)(=O)c2ccc(-c3nn[nH]n3)cc2)CC1

Entry 4:
Here is a structure of composition C28H47Cl3IMnN3O3SeSi at a distorted geometry from OMol25. Energies are from the ωB97M-V functional and the def2-TZVPD basis.

The geometry in ORCA input format:
```
! RIJCOSX wB97M-V def2-TZVPD def2/J DEFGRID3
* xyz 2 2
Mn -0.62051 0.55860 0.09926
C 4.07664 -0.31889 1.94372
Si 3.17855 -0.56163 0.31386
C 3.70407 -2.18129 -0.53376
C 3.10185 -3.35470 0.25226
C 3.28489 -2.28034 -2.00510
C 5.23858 -2.23475 -0.44607
C 3.18814 1.05699 -0.71073
C 2.24634 1.06246 -1.92342
C 4.61404 1.29170 -1.23127
C 2.80248 2.20132 0.23952
H 5.07666 0.09667 1.80586
H 4.19576 -1.27665 2.45457
H 3.52054 0.33844 2.61363
H 2.01994 -3.42304 0.10574
H 3.29994 -3.27918 1.32419
H 3.54373 -4.28928 -0.10052
H 2.20445 -2.18620 -2.14047
H 3.57931 -3.25867 -2.39364
H 3.78420 -1.52593 -2.61630
H 5.58862 -2.29858 0.58547
H 5.70687 -1.36585 -0.91459
H 5.59655 -3.12250 -0.97294
H 2.36098 0.17590 -2.54693
H 2.45675 1.93799 -2.54397
H 1.19181 1.13082 -1.63840
H 4.88715 0.53249 -1.96638
H 5.35164 1.27045 -0.42611
H 4.67955 2.26724 -1.71992
H 1.81638 2.02307 0.69702
H 2.75408 3.14711 -0.30844
H 3.52584 2.31664 1.04819
C -0.46964 6.30942 -4.92449
C -1.51196 5.60579 -4.05672
C -1.23420 5.71053 -2.55756
C 0.06350 5.00574 -2.16299
N 0.29707 5.06265 -0.72363
C -0.14108 4.18187 0.18520
Se -1.28109 2.72843 -0.27836
N 0.25046 4.57092 1.40839
C 0.02784 3.86017 2.66296
C -0.85136 4.60791 3.67122
C -2.35352 4.58747 3.38301
C -2.80765 5.50054 2.24356
C 0.98710 5.74185 1.28696
C 1.62998 6.54244 2.22610
C 2.25203 7.67957 1.75286
C 2.24119 8.01401 0.39146
C 1.62181 7.21340 -0.54572
C 0.99946 6.06447 -0.07054
H -0.78280 6.29507 -5.96724
H 0.50661 5.82429 -4.87258
H -0.35547 7.35262 -4.62395
H -1.57685 4.55138 -4.34203
H -2.48909 6.05251 -4.24484
H -2.05494 5.25414 -1.99727
H -1.17258 6.76288 -2.26698
H 0.91701 5.47691 -2.64724
H 0.02544 3.95880 -2.46512
H 1.00711 3.67877 3.11035
H -0.42506 2.90092 2.41474
H -0.51539 5.64342 3.75711
H -0.67586 4.12879 4.63640
H -2.86743 4.90080 4.29323
H -2.66653 3.55848 3.17977
H -2.44550 6.51888 2.39663
H -3.89653 5.53724 2.21429
H -2.46282 5.15068 1.27094
H 1.65386 6.28729 3.27659
H 2.75438 8.33591 2.44987
H 2.72772 8.92448 0.06984
H 1.61597 7.47572 -1.59500
Cl -1.86320 -2.57181 1.08516
C -0.50834 -1.64900 1.69898
Cl 0.35600 -2.52502 2.93570
Cl -1.12395 -0.05929 2.32664
C 0.40230 -1.11528 0.56304
O 1.58464 -0.77019 0.99878
O 0.01799 -1.11086 -0.61956
N -3.93980 -1.01459 -2.07126
C -3.61777 0.00552 -1.28685
O -2.44422 0.19484 -0.93785
C -4.74337 0.92196 -0.88379
I -4.91205 0.93237 1.25218
H -3.22240 -1.64332 -2.40022
H -4.88232 -1.17163 -2.38525
H -5.70094 0.59960 -1.27729
H -4.52993 1.94095 -1.19519
*
```

Output
Relative energy (zero: lowest compared OMol25 entry of this formula, charge and spin) in kJ/mol: 0.00
HOMO level (spin up / spin down) in eV: -13.8 / -13.9
Maximum force in eV Å⁻¹: 2.6
HOMO-LUMO gap (spin up / spin down) in eV: 6.9 / 7.5

Entry 5:
Here is a cluster of 2 separate species, C3H9NO2S in total at a distorted geometry from OMol25. Energies are from the ωB97M-V functional and the def2-TZVPD basis.

The geometry in ORCA input format:
```
! RIJCOSX wB97M-V def2-TZVPD def2/J DEFGRID3
* xyz 0 1
O -1.92115 -1.32005 0.01973
C -1.74082 -0.44147 -0.78107
C -0.44155 -0.24246 -1.50149
C 0.27286 1.04104 -0.98937
S 1.54526 1.63493 -2.12906
N 0.49391 -1.36895 -1.37313
H -2.57851 0.23682 -1.02794
H -0.69267 0.02149 -2.53970
H 0.77579 0.78338 -0.06636
H -0.47172 1.82261 -0.82903
H 1.03743 1.14978 -3.27267
H 0.38933 -1.63595 -0.40404
H 0.27719 -2.07278 -2.07076
H 1.69402 0.08744 6.03980
H 0.44884 -0.18935 5.21863
O 0.91180 0.49351 5.70645
*
```

Output
Relative energy (zero: lowest compared OMol25 entry of this formula, charge and spin) in kJ/mol: 190.92
HOMO level in eV: -9.2
Maximum force in eV Å⁻¹: 1.7
HOMO-LUMO gap in eV: 9.8
SMILES string: N[C@@H](C=O)CS.O